DFT (ωB97M-V with the def2-TZVPD basis set) results for a 2-piece molecular cluster, C5H13NO overall at a distorted geometry.

Positions of all 20 atoms, in Å:
C: -2.2343 -2.2599 0.3676
C: -1.0470 -1.8708 0.7893
C: 0.0209 -1.2581 -0.0718
C: -0.3020 0.2115 -0.4300
C: 0.2543 1.2375 0.5833
N: -0.0200 2.6018 0.1932
H: -3.0204 -2.6374 1.0300
H: -2.6813 -2.3595 -0.6211
H: -0.7846 -1.9219 1.8276
H: 0.2866 -1.7927 -0.9846
H: 0.9570 -1.1708 0.4701
H: 0.3070 0.4512 -1.2859
H: -1.3361 0.4278 -0.6796
H: -0.3921 1.0960 1.4030
H: 1.3197 1.1268 0.7898
H: 0.4951 3.1978 -0.4267
H: -0.6635 3.0970 0.7775
O: 3.2933 0.4659 -1.1336
H: 3.1213 1.2611 -1.6497
H: 2.4261 0.0966 -0.9485

LUMO energy	0.88	eV
HOMO-LUMO gap	9.66	eV
energy relative to the best compared isomer or geometry (same formula, charge and spin)	49.8	kcal/mol
DFT total energy	-8931.8532	eV
maximum force	1.97	eV/Å

Results of the natural (NBO) charge analysis, in e, for atoms 1 through 8: C -0.398; C -0.178; C -0.458; C -0.388; C -0.218; N -0.887; H 0.193; H 0.197

---

DFT (ωB97M-V with the def2-TZVPD basis set) results for a 2-piece molecular cluster, C3H8O2S overall.

Positions of all 14 atoms, in Å:
O: -2.6992 1.9472 -1.1997
C: -2.4938 1.3418 -0.1866
O: -3.0530 0.1543 0.0791
H: -1.8820 1.7108 0.6421
H: -3.6311 -0.0112 -0.6958
C: 1.6648 0.6647 0.6074
S: 0.3224 -0.4553 0.2712
C: 1.3170 -1.8477 -0.2973
H: 2.3965 0.3147 1.3401
H: 2.1631 0.9584 -0.3156
H: 1.2642 1.5910 1.0023
H: 0.6894 -2.6901 -0.5527
H: 2.0428 -2.1619 0.4627
H: 1.8988 -1.5169 -1.1573

LUMO energy	0.86	eV
HOMO-LUMO gap	9.52	eV
energy relative to the best compared isomer or geometry (same formula, charge and spin)	10.0	kcal/mol
DFT total energy	-18170.8132	eV
maximum force	0.79	eV/Å

Results of the natural (NBO) charge analysis, in e, for atoms 1 through 8: O -0.589; C 0.648; O -0.673; H 0.119; H 0.491; C -0.763; S 0.195; C -0.742

---

DFT (ωB97M-V with the def2-TZVPD basis set) results for an isolated ion of composition C5H10ClN2 and charge +1 at a distorted geometry.

Positions of all 18 atoms, in Å:
C: 0.7589 1.4552 0.9966
N: 0.1104 0.6731 -0.0154
C: -0.1491 1.0983 -1.3570
C: -0.6704 -0.2346 -1.9018
N: -0.4502 -1.2351 -0.9261
C: -0.0703 -0.6492 0.1741
C: 0.0065 -1.3029 1.6372
Cl: 0.5927 -3.0567 1.7091
H: 1.7111 1.0886 1.2553
H: 0.7928 2.5374 0.9001
H: 0.2192 1.3334 1.9674
H: 0.8630 1.2873 -1.6022
H: -0.8733 1.9316 -1.3329
H: -1.7068 -0.2287 -2.1676
H: -0.0546 -0.5664 -2.7863
H: -0.9573 -2.1269 -0.8771
H: -0.8958 -1.3847 2.1566
H: 0.7730 -0.6198 2.1701

LUMO energy	-3.69	eV
HOMO-LUMO gap	10.41	eV
energy relative to the best compared isomer or geometry (same formula, charge and spin)	35.1	kcal/mol
DFT total energy	-20842.3346	eV
maximum force	4.18	eV/Å
net charge	+1

Results of the natural (NBO) charge analysis, in e, for atoms 1 through 8: C -0.446; N -0.335; C -0.216; C -0.246; N -0.512; C 0.557; C -0.415; Cl -0.004